(1)
A structure of composition C31H41Ge2N3OPt. Source: OMol25; level of theory: ωB97M-V/def2-TZVPD.

Output
Relative energy (zero: lowest compared OMol25 entry of this formula, charge and spin), kcal per mole: 32.2
M, g mol⁻¹: 811.987
E_HOMO (spin up / spin down), eV: -10.41 / -10.36
Spin multiplicity: 2
HOMO-LUMO gap (spin up / spin down), eV: 7.44 / 5.24
Net charge: +1

Element x y z (Å)
Pt -0.064 0.874 0.079
C 1.560 1.034 -2.506
N 1.837 1.277 -1.066
C 2.870 0.349 -0.541
C 2.219 2.673 -0.814
C 3.396 3.186 -1.317
C 3.801 4.477 -0.985
C 3.027 5.250 -0.121
C 1.834 4.760 0.367
C 1.396 3.472 -0.007
N 0.257 2.873 0.418
C -0.828 3.500 1.004
C -1.328 4.756 0.647
C -2.492 5.221 1.231
C -3.148 4.438 2.175
C -2.666 3.175 2.506
C -1.516 2.692 1.914
N -0.991 1.363 2.128
C -1.972 0.418 2.662
C 0.250 1.303 2.946
H 2.471 1.134 -3.108
H 0.824 1.754 -2.858
H 1.165 0.030 -2.629
H 3.800 0.425 -1.113
H 2.496 -0.668 -0.613
H 3.071 0.580 0.502
H 4.017 2.576 -1.965
H 4.734 4.864 -1.375
H 3.362 6.235 0.178
H 1.242 5.344 1.059
H -0.825 5.327 -0.123
H -2.896 6.183 0.941
H -4.053 4.802 2.646
H -3.197 2.579 3.237
H -2.241 0.651 3.697
H -1.534 -0.574 2.643
H -2.864 0.443 2.043
H 0.030 1.550 3.992
H 0.996 1.997 2.578
H 0.653 0.291 2.900
O -2.608 1.160 -0.552
H -2.832 1.744 -1.287
H -3.010 0.295 -0.739
C 0.647 -4.401 -1.986
Ge 0.949 -2.481 -2.287
C 2.905 -2.303 -2.483
C 0.253 -1.879 -4.037
Ge -0.300 -1.478 -0.347
C -2.131 -2.182 -0.645
C -3.127 -2.068 0.336
C -4.398 -2.603 0.149
C -4.704 -3.266 -1.031
C -3.743 -3.369 -2.027
C -2.480 -2.818 -1.841
C 0.480 -2.505 1.156
C -0.261 -2.969 2.247
C 0.357 -3.597 3.324
C 1.732 -3.789 3.326
C 2.486 -3.359 2.242
C 1.864 -2.713 1.179
H 1.000 -4.972 -2.850
H -0.405 -4.625 -1.812
H 1.215 -4.710 -1.105
H 3.174 -3.008 -3.275
H 3.467 -2.578 -1.588
H 3.203 -1.302 -2.804
H 1.096 -1.794 -4.728
H -0.253 -0.913 -3.987
H -0.449 -2.608 -4.450
H -2.905 -1.555 1.258
H -5.149 -2.509 0.927
H -5.689 -3.693 -1.176
H -3.977 -3.878 -2.955
H -1.758 -2.885 -2.645
H -1.342 -2.866 2.250
H -0.234 -3.946 4.164
H 2.212 -4.277 4.165
H 3.556 -3.528 2.222
H 2.464 -2.382 0.339

Löwdin population analysis, charges in e, atoms 1 to 6: Pt 0.895; C -0.071; N -0.278; C -0.074; C -0.181; C -0.004

***

(2)
A structure of composition C31H41GeN7S2W. Source: OMol25; level of theory: ωB97M-V/def2-TZVPD.

Output
Relative energy (zero: lowest compared OMol25 entry of this formula, charge and spin), kcal per mole: 25.1
M, g mol⁻¹: 832.302
E_HOMO (spin up / spin down), eV: -15.04 / -15.04
Spin multiplicity: 2
HOMO-LUMO gap (spin up / spin down), eV: 4.40 / 4.39
Net charge: +3

Element x y z (Å)
W 0.486 1.174 0.164
N 2.409 0.603 -1.016
C 2.753 1.341 -2.263
C 1.687 2.368 -2.532
N 1.223 2.978 -1.253
C 0.151 3.942 -1.617
C -0.424 4.605 -0.396
N -0.704 3.565 0.626
C 2.369 3.723 -0.629
C 2.285 3.837 0.876
N 1.936 2.510 1.426
H 3.195 0.624 -0.369
H 2.318 -0.400 -1.244
H 2.816 0.654 -3.105
H 3.738 1.790 -2.160
H 0.826 1.894 -3.004
H 2.058 3.139 -3.212
H -0.629 3.404 -2.148
H 0.542 4.692 -2.309
H -1.329 5.139 -0.685
H 0.251 5.354 0.003
H -1.697 3.358 0.591
H -0.559 3.961 1.553
H 2.441 4.714 -1.081
H 3.289 3.198 -0.870
H 1.556 4.566 1.204
H 3.248 4.176 1.259
H 1.505 2.620 2.344
H 2.789 1.988 1.618
C 3.235 -1.322 4.130
S 1.715 -0.456 4.581
C 1.048 -0.002 3.068
S 1.859 -0.367 1.553
N -0.116 0.575 3.112
N -0.650 0.860 1.878
C -1.934 0.920 1.823
C -2.508 1.151 0.514
C -3.861 1.237 0.290
C -4.323 1.478 -1.001
C -3.395 1.610 -2.017
C -2.046 1.496 -1.722
N -1.587 1.283 -0.482
H 3.743 -1.499 5.076
H 3.870 -0.709 3.495
H 3.006 -2.274 3.656
H -2.513 0.760 2.727
H -4.540 1.116 1.126
H -5.383 1.553 -1.205
H -3.702 1.787 -3.039
H -1.309 1.544 -2.507
C -0.706 -0.909 -2.871
Ge -0.233 -1.136 -0.954
C 1.266 -2.390 -1.194
C 1.398 -3.539 -0.412
C 2.331 -4.515 -0.744
C 3.172 -4.343 -1.835
C 3.063 -3.203 -2.619
C 2.111 -2.238 -2.305
C -1.798 -2.040 -0.175
C -2.884 -2.140 -1.014
C -4.051 -2.845 -0.650
C -4.131 -3.441 0.569
C -3.054 -3.355 1.484
C -3.140 -3.962 2.762
C -2.121 -3.860 3.659
C -0.954 -3.148 3.311
C -0.846 -2.559 2.084
C -1.880 -2.638 1.125
H -0.684 -1.926 -3.264
H 0.031 -0.327 -3.431
H -1.687 -0.493 -3.075
H 0.758 -3.696 0.448
H 2.392 -5.417 -0.149
H 3.903 -5.100 -2.086
H 3.699 -3.074 -3.485
H 1.982 -1.409 -2.996
H -2.855 -1.701 -2.002
H -4.874 -2.916 -1.349
H -5.025 -3.983 0.854
H -4.030 -4.526 3.012
H -2.206 -4.320 4.634
H -0.137 -3.085 4.020
H 0.052 -2.024 1.823

Löwdin population analysis, charges in e, atoms 1 to 6: W 1.452; N -0.103; C -0.161; C -0.156; N -0.232; C -0.166

***

(3)
A structure of composition C31H41N2O4PSr. Source: OMol25; level of theory: ωB97M-V/def2-TZVPD.

Output
Relative energy (zero: lowest compared OMol25 entry of this formula, charge and spin), kcal per mole: 6.4
M, g mol⁻¹: 624.273
E_HOMO, eV: -13.11
HOMO-LUMO gap, eV: 8.73
Net charge: +2

Element x y z (Å)
Sr -0.722 0.018 -1.385
C 0.382 -0.015 -4.554
C -0.299 1.327 -4.284
O -1.383 1.258 -3.316
C -2.705 0.832 -3.742
C -2.837 -0.674 -3.931
O -2.286 -1.364 -2.798
C -2.028 -2.764 -2.991
C -1.256 -3.319 -1.800
O -0.187 -2.474 -1.355
C 1.102 -2.630 -1.975
C 1.192 -2.003 -3.361
O 0.613 -0.691 -3.312
H 1.333 0.178 -5.058
H -0.226 -0.659 -5.195
H -0.684 1.746 -5.215
H 0.409 2.034 -3.856
H -2.958 1.337 -4.676
H -3.380 1.194 -2.967
H -2.318 -1.006 -4.833
H -3.897 -0.918 -4.041
H -1.473 -2.880 -3.925
H -2.978 -3.298 -3.086
H -0.867 -4.305 -2.068
H -1.906 -3.446 -0.935
H 1.349 -3.691 -2.055
H 1.807 -2.165 -1.287
H 0.658 -2.592 -4.111
H 2.240 -1.932 -3.662
N -3.038 -0.665 0.148
C -3.502 0.052 1.322
C -4.858 0.135 1.597
C -5.294 0.831 2.717
C -4.377 1.415 3.578
C -3.021 1.316 3.306
C -2.567 0.651 2.170
P -0.830 0.664 1.657
C 0.089 1.740 2.770
C 0.648 1.311 3.973
C 1.358 2.199 4.768
C 1.503 3.523 4.372
C 0.942 3.963 3.180
C 0.247 3.069 2.377
C -0.242 -1.040 1.978
C -1.097 -2.067 2.376
C -0.632 -3.371 2.512
C 0.703 -3.660 2.274
C 1.573 -2.641 1.906
C 1.102 -1.347 1.745
H -3.824 -0.969 -0.415
H -2.594 -1.526 0.476
H -5.575 -0.348 0.944
H -6.353 0.907 2.923
H -4.712 1.950 4.455
H -2.307 1.785 3.973
H 0.535 0.281 4.292
H 1.791 1.861 5.700
H 2.051 4.216 4.997
H 1.047 4.995 2.873
H -0.177 3.419 1.442
H -2.132 -1.845 2.616
H -1.313 -4.149 2.836
H 1.072 -4.670 2.403
H 2.626 -2.852 1.757
H 1.799 -0.562 1.473
C 3.803 2.322 1.408
C 4.021 1.585 0.080
C 4.765 2.457 -0.938
C 4.747 0.259 0.316
C 2.671 1.297 -0.494
N 1.630 1.055 -0.916
H 4.781 2.550 1.833
H 3.251 1.704 2.119
H 3.260 3.257 1.272
H 5.748 2.698 -0.531
H 4.239 3.393 -1.126
H 4.909 1.933 -1.883
H 5.729 0.489 0.730
H 4.893 -0.302 -0.607
H 4.216 -0.364 1.038

Löwdin population analysis, charges in e, atoms 1 to 6: Sr 1.482; C -0.139; C -0.115; O -0.320; C -0.122; C -0.144

***

(4)
A structure of composition C31H41N7O2OsP. Source: OMol25; level of theory: ωB97M-V/def2-TZVPD.

Output
Relative energy (zero: lowest compared OMol25 entry of this formula, charge and spin), kcal per mole: 60.1
M, g mol⁻¹: 764.920
E_HOMO (spin up / spin down), eV: -14.87 / -14.87
HOMO-LUMO gap (spin up / spin down), eV: 3.90 / 3.61
Net charge: +3

Element x y z (Å)
Os 0.346 0.926 -0.803
N 0.573 1.403 1.295
C -0.351 2.486 1.739
C -1.626 2.334 0.960
N -1.219 2.384 -0.453
C -0.967 3.755 -0.997
C 0.476 3.849 -1.422
N 0.778 2.597 -2.162
H 1.518 1.638 1.605
H 0.290 0.532 1.745
H -0.553 2.437 2.810
H 0.128 3.445 1.534
H -2.083 1.361 1.154
H -2.361 3.101 1.218
H -1.973 1.987 -1.013
H -1.632 3.915 -1.847
H -1.193 4.526 -0.260
H 0.634 4.748 -2.022
H 1.145 3.891 -0.563
H 0.101 2.513 -2.928
H 1.698 2.659 -2.592
O -1.515 0.285 -2.202
C -1.754 -0.590 -1.343
N -2.701 -1.536 -1.324
C -2.630 -2.294 -0.081
C -1.359 -1.626 0.581
O -0.878 -1.956 1.629
N -0.970 -0.614 -0.242
C -3.886 -2.092 0.765
C -3.908 -1.376 1.959
C -5.120 -1.129 2.582
C -6.307 -1.617 2.041
C -6.285 -2.360 0.869
C -5.078 -2.613 0.242
C -2.439 -3.764 -0.244
C -2.427 -4.552 0.969
C -2.358 -5.919 0.906
C -2.288 -6.538 -0.338
C -2.263 -5.761 -1.544
C -2.328 -4.395 -1.491
H -3.416 -1.635 -2.025
H -2.991 -1.032 2.418
H -5.142 -0.566 3.504
H -7.243 -1.446 2.555
H -7.204 -2.746 0.450
H -5.061 -3.203 -0.667
H -2.470 -4.043 1.923
H -2.354 -6.511 1.810
H -2.242 -7.617 -0.402
H -2.202 -6.265 -2.499
H -2.310 -3.814 -2.401
C 2.207 -1.713 0.927
C 2.025 -1.714 -0.547
N 1.541 -0.744 -1.311
C 1.574 -1.205 -2.622
C 2.092 -2.454 -2.641
N 2.373 -2.753 -1.330
H 2.233 -0.692 1.296
H 3.129 -2.223 1.199
H 1.380 -2.222 1.423
H 1.241 -0.602 -3.448
H 2.294 -3.132 -3.449
H 2.770 -3.618 -0.996
C 4.501 0.328 -0.303
P 3.339 1.639 -0.806
C 4.152 2.267 -2.330
C 3.574 2.917 0.467
C 3.697 2.526 1.805
C 3.864 3.473 2.806
C 3.882 4.823 2.489
C 3.741 5.223 1.170
C 3.571 4.277 0.165
H 4.210 -0.161 0.616
H 5.487 0.773 -0.167
H 4.553 -0.415 -1.100
H 4.484 3.295 -2.202
H 3.514 2.211 -3.212
H 5.027 1.649 -2.526
H 3.707 1.474 2.069
H 3.998 3.158 3.832
H 4.002 5.561 3.269
H 3.774 6.273 0.916
H 3.465 4.618 -0.857

Löwdin population analysis, charges in e, atoms 1 to 6: Os 1.515; N -0.034; C -0.155; C -0.156; N -0.165; C -0.125

***

(5)
A structure of composition C31H42BrN3P2V. Source: OMol25; level of theory: ωB97M-V/def2-TZVPD.

Output
Relative energy (zero: lowest compared OMol25 entry of this formula, charge and spin), kcal per mole: 17.2
M, g mol⁻¹: 649.494
E_HOMO (spin up / spin down), eV: -13.36 / -13.62
Spin multiplicity: 4
HOMO-LUMO gap (spin up / spin down), eV: 7.20 / 5.00
Net charge: +2

Element x y z (Å)
C 0.561 -0.899 -6.053
C 1.353 -0.593 -4.914
C 2.657 -0.101 -5.157
C 3.088 0.112 -6.475
N 2.333 -0.175 -7.528
C 1.103 -0.646 -7.337
C 0.872 -0.778 -3.560
C 1.215 -1.315 -2.390
C 0.896 -1.794 -1.082
C 0.272 -0.854 -0.209
C -0.299 -1.263 1.027
C -0.116 -2.564 1.550
C 0.616 -3.472 0.739
C 1.021 -3.107 -0.555
V -0.333 -0.331 -2.156
P -2.134 1.764 0.790
H 3.336 0.146 -4.352
H -0.466 -1.279 -5.981
H 4.069 0.534 -6.678
H 0.494 -0.833 -8.229
H 1.437 -3.878 -1.205
H 0.263 0.239 -0.486
H 0.941 -4.428 1.139
H -0.937 -0.546 1.544
C -2.568 1.441 2.571
C -2.329 2.530 3.605
H -2.007 0.541 2.865
H -3.630 1.151 2.549
H -2.714 2.191 4.574
H -1.267 2.749 3.741
H -2.828 3.471 3.363
C -0.928 3.186 0.842
C -0.382 3.499 -0.557
H -0.105 2.920 1.528
H -1.416 4.078 1.264
H 0.353 4.319 -0.490
H 0.116 2.616 -1.000
H -1.201 3.791 -1.232
C -3.677 2.643 0.254
C -4.069 3.910 0.994
H -4.468 1.884 0.343
H -3.538 2.849 -0.818
H -4.892 4.386 0.454
H -4.418 3.701 2.007
H -3.264 4.645 1.051
Br -0.852 -2.989 3.167
P 3.050 -0.128 2.147
C 1.633 1.013 2.262
C 1.660 1.856 3.553
H 0.723 0.403 2.269
H 1.608 1.638 1.357
H 0.962 2.706 3.490
H 1.363 1.239 4.415
H 2.668 2.242 3.760
C 2.548 -1.659 2.996
C 3.615 -2.362 3.835
H 2.201 -2.312 2.194
H 1.661 -1.425 3.597
H 3.132 -3.190 4.374
H 4.397 -2.776 3.188
H 4.060 -1.669 4.557
C 3.619 -0.644 0.496
C 5.060 -0.125 0.356
H 2.945 -0.224 -0.253
H 3.560 -1.735 0.381
H 5.467 -0.362 -0.629
H 5.062 0.960 0.489
H 5.694 -0.570 1.132
N -5.502 -0.413 0.923
C -4.747 -0.932 0.196
C -3.821 -1.619 -0.678
C -3.873 -3.009 -0.799
C -2.892 -3.638 -1.563
C -1.903 -2.876 -2.193
N -1.860 -1.504 -2.091
C -2.828 -0.887 -1.334
H -4.628 -3.571 -0.256
H -2.869 -4.724 -1.645
H -1.115 -3.366 -2.765
H -2.809 0.212 -1.273

Löwdin population analysis, charges in e, atoms 1 to 6: C -0.004; C -0.230; C -0.009; C -0.119; N 0.070; C -0.115

***

(6)
A cluster of 2 separate species, C31H42F3N3O6P in total. Source: OMol25; level of theory: ωB97M-V/def2-TZVPD.

Output
M, g mol⁻¹: 640.660
E_HOMO, eV: -10.94
HOMO-LUMO gap, eV: 8.08
Net charge: +1

Element x y z (Å)
C 4.573 -0.346 -2.938
C 4.334 -0.331 -4.547
C 2.993 -1.093 -4.991
C 1.694 -0.162 -5.119
N 1.272 0.520 -3.860
C 0.626 -0.399 -2.893
C 0.906 0.178 -1.405
N 0.671 -0.872 -0.334
C 1.943 -1.670 -0.299
C 1.937 -2.906 0.715
O 1.254 -4.096 0.255
C 1.783 -4.603 -0.981
C 3.325 -5.019 -0.942
F 3.808 -5.404 0.319
F 4.120 -4.014 -1.576
F 3.451 -6.175 -1.785
C -0.511 -1.679 -0.787
P -1.595 -1.978 0.793
C -0.848 -1.059 2.280
O -1.569 -3.632 1.250
C -1.492 -0.901 -1.813
C -2.858 -1.783 -1.957
C -3.613 -1.543 -3.359
C -5.091 -2.226 -3.300
C -5.328 -3.261 -4.519
O -6.361 -3.120 -5.217
O -4.416 -4.312 -4.829
N -0.867 -0.582 -3.141
H 3.989 0.519 -2.444
H 4.342 -1.356 -2.462
H 5.704 -0.177 -2.797
H 5.211 -0.937 -4.984
H 4.406 0.718 -4.987
H 3.154 -1.593 -6.004
H 2.839 -1.951 -4.228
H 0.833 -0.791 -5.553
H 1.956 0.652 -5.897
H 2.129 0.880 -3.416
H 1.082 -1.447 -3.058
H 1.995 0.538 -1.276
H 0.265 1.122 -1.217
H 2.751 -0.942 0.095
H 2.305 -1.943 -1.367
H 1.436 -2.612 1.712
H 3.041 -3.109 0.990
H 1.188 -5.565 -1.214
H 1.564 -3.904 -1.874
H -0.226 -2.669 -1.308
H -1.676 -0.708 3.005
H -0.162 -1.732 2.922
H -0.242 -0.136 2.003
H -0.922 -3.700 1.999
H -1.848 0.102 -1.364
H -2.661 -2.892 -1.776
H -3.593 -1.432 -1.140
H -3.068 -2.099 -4.214
H -3.669 -0.445 -3.678
H -5.909 -1.437 -3.362
H -5.248 -2.819 -2.323
H -4.449 -5.023 -4.149
H -1.238 0.283 -3.571
H -0.929 -1.369 -3.822
C -2.751 5.966 2.358
C -2.666 7.093 3.171
C -1.965 7.036 4.370
C -1.356 5.845 4.766
C -1.461 4.709 3.963
C -2.151 4.775 2.752
C -0.861 3.426 4.395
O -0.950 2.432 3.691
C -0.160 3.365 5.697
C 0.361 2.150 6.144
C 1.033 2.085 7.360
C 1.195 3.236 8.129
C 0.674 4.447 7.690
C -0.014 4.512 6.477
C -0.596 5.799 6.036
O -0.458 6.804 6.710
H -3.291 6.014 1.417
H -3.146 8.019 2.869
H -1.898 7.919 4.997
H -2.226 3.898 2.116
H 0.240 1.250 5.549
H 1.432 1.138 7.708
H 1.726 3.186 9.074
H 0.799 5.339 8.296

Löwdin population analysis, charges in e, atoms 1 to 6: C -0.114; C -0.232; C -0.199; C -0.209; N -0.023; C -0.269